No. 1
ORCA calculation (ωB97M-V/def2-TZVPD) on a molecular structure, C23H49N3P4SeV.

CARTESIAN COORDINATES (ANGSTROEM)
V 0.427 0.085 0.373
P 2.188 0.049 2.199
P 1.726 1.558 -1.056
P -0.475 -2.028 1.261
H -1.440 -2.772 -7.512
C -2.352 -3.121 -7.013
C -3.271 -2.259 -6.526
H -3.228 -1.192 -6.774
C 3.739 -0.855 1.839
C 3.013 1.649 2.536
C 1.910 -0.638 3.876
C 0.978 1.501 -2.725
C 1.961 3.378 -0.844
C 3.474 1.102 -1.460
C -1.648 -2.726 0.050
C -1.476 -2.133 2.802
C 0.657 -3.458 1.581
H -2.490 -4.225 -7.054
H -4.175 -2.619 -6.025
H 4.439 -0.665 2.668
H 4.174 -0.501 0.899
H 3.522 -1.925 1.764
H 3.928 1.480 3.132
H 2.317 2.291 3.089
H 3.288 2.107 1.574
H 2.875 -0.774 4.398
H 1.414 -1.614 3.781
H 1.278 0.049 4.451
H 1.371 2.331 -3.329
H -0.115 1.578 -2.664
H 1.216 0.542 -3.201
H 2.783 3.677 -1.509
H 2.242 3.612 0.189
H 1.054 3.940 -1.105
H 3.895 1.867 -2.128
H 3.534 0.124 -1.956
H 4.092 1.067 -0.555
H -2.164 -3.591 0.488
H -1.107 -3.015 -0.860
H -2.380 -1.956 -0.226
H -1.723 -3.186 3.013
H -2.408 -1.556 2.716
H -0.867 -1.733 3.622
H 0.065 -4.289 1.990
H 1.428 -3.195 2.315
H 1.167 -3.809 0.672
C 0.823 -2.384 -2.590
C -0.357 -1.833 -3.086
C -0.880 -2.344 -4.271
C -0.275 -3.467 -4.848
C 0.907 -4.028 -4.340
C 1.478 -3.458 -3.213
Se 1.709 -1.720 -0.978
H -0.127 -0.562 -0.954
H -0.878 -1.024 -2.573
H -1.749 -1.880 -4.739
H -0.728 -3.921 -5.725
H 1.363 -4.892 -4.829
H 2.409 -3.833 -2.795
C -3.389 2.465 3.138
N -2.056 2.342 3.777
C -1.338 3.617 3.705
N -1.220 4.093 2.322
C -2.553 4.191 1.714
N -3.280 2.897 1.739
C -2.685 1.877 0.872
P -0.966 1.517 1.405
C -1.294 1.223 3.265
C -0.335 3.272 1.495
H -3.955 3.219 3.710
H -3.902 1.497 3.174
H -0.346 3.481 4.147
H -1.921 4.343 4.294
H -2.455 4.521 0.672
H -3.143 4.926 2.289
H -3.259 0.940 0.922
H -2.668 2.211 -0.176
H -0.324 1.166 3.781
H -1.857 0.307 3.515
H -0.279 3.816 0.536
H 0.692 3.272 1.886

- total energy (Ha) = -5779.7957
- ΔE to the lowest compared entry with this formula, charge and spin (kcal per mole) = 0.6
- net charge = +3
- LUMO (alpha / beta) (hartree) = -0.405 / -0.433
- HOMO-LUMO gap (alpha / beta) (eV) = 4.9 / 4.2
- 2S+1 = 3

=====

No. 2
ORCA calculation (ωB97M-V/def2-TZVPD) on 2 unconnected molecules or ions with the total composition C6H14O.

CARTESIAN COORDINATES (ANGSTROEM)
C 3.548 0.291 -0.072
C 2.171 -0.320 -0.147
C 1.090 0.371 -0.505
C -0.273 -0.250 -0.751
C -0.938 -0.792 0.517
C -0.871 0.194 1.678
H 4.202 -0.224 0.619
H 3.467 1.327 0.247
H 4.043 0.319 -1.045
H 2.106 -1.406 -0.109
H 1.236 1.429 -0.684
H -0.901 0.525 -1.184
H -0.129 -1.075 -1.449
H -1.982 -1.055 0.372
H -0.483 -1.734 0.806
H 0.070 0.097 2.229
H -1.600 0.018 2.479
H -0.936 1.255 1.426
O -3.723 0.291 -0.825
H -3.128 1.020 -1.038
H -4.530 0.741 -0.521

- SMILES string = C/C=C/CCC.O
- total energy (Ha) = -312.2129
- ΔE to the lowest compared entry with this formula, charge and spin (kcal per mole) = 26.4
- LUMO (hartree) = 0.029
- HOMO-LUMO gap (eV) = 9.8

=====

No. 3
ORCA calculation (ωB97M-V/def2-TZVPD) on a molecular structure, C55H62F3NP3PtSSb.

CARTESIAN COORDINATES (ANGSTROEM)
Pt 0.565 0.398 0.271
C -2.176 -2.404 -7.461
S -0.974 -1.991 -6.178
C -1.116 -0.164 -6.170
C -1.651 0.344 -4.834
C -0.534 0.287 -3.782
N -0.983 0.347 -2.391
P -0.750 -0.973 -1.307
C -2.441 -1.644 -1.481
C -3.405 -1.484 -0.500
C -4.721 -1.837 -0.752
C -5.079 -2.322 -1.998
C -4.113 -2.489 -2.980
C -2.795 -2.157 -2.728
C 0.322 -2.260 -2.004
C -0.089 -3.589 -2.096
C 0.822 -4.570 -2.445
C 2.146 -4.241 -2.688
C 2.568 -2.925 -2.566
C 1.665 -1.941 -2.212
P -0.803 1.858 -1.496
C -1.504 2.983 -2.757
C -0.844 4.126 -3.185
C -1.448 4.969 -4.106
C -2.719 4.690 -4.580
C -3.384 3.551 -4.151
C -2.781 2.697 -3.247
C -2.172 1.894 -0.256
C -2.008 1.141 0.907
C -2.919 1.182 1.944
C -3.986 2.063 1.876
C -4.122 2.881 0.767
C -3.231 2.799 -0.291
H -2.269 -3.485 -7.469
H -1.802 -2.056 -8.420
H -3.131 -1.942 -7.228
H -1.770 0.119 -6.992
H -0.122 0.241 -6.359
H -2.507 -0.253 -4.514
H -1.996 1.369 -4.967
H 0.169 1.104 -3.983
H 0.002 -0.660 -3.922
H -3.139 -1.069 0.458
H -5.464 -1.716 0.021
H -6.111 -2.554 -2.208
H -4.389 -2.870 -3.952
H -2.046 -2.283 -3.499
H -1.112 -3.869 -1.887
H 0.488 -5.594 -2.523
H 2.850 -5.014 -2.950
H 3.605 -2.674 -2.735
H 1.988 -0.915 -2.074
H 0.134 4.365 -2.792
H -0.931 5.855 -4.440
H -3.196 5.359 -5.279
H -4.379 3.331 -4.510
H -3.294 1.808 -2.906
H -1.119 0.490 0.995
H -2.805 0.533 2.802
H -4.687 2.128 2.692
H -4.924 3.601 0.729
H -3.356 3.466 -1.129
C 4.850 2.463 -1.375
C 3.656 1.510 -1.403
C 2.680 1.894 -2.516
P 2.746 1.300 0.216
C 2.733 2.928 1.114
C 1.970 2.791 2.430
C 2.065 3.993 0.248
C 3.813 0.159 1.232
C 3.596 -1.281 0.768
C 5.306 0.462 1.292
H 5.378 2.393 -2.325
H 5.556 2.218 -0.591
H 4.538 3.495 -1.252
H 4.024 0.495 -1.601
H 2.466 2.960 -2.496
H 1.737 1.357 -2.401
H 3.095 1.650 -3.492
H 3.768 3.221 1.319
H 0.956 2.423 2.233
H 1.880 3.763 2.914
H 2.465 2.122 3.135
H 1.080 3.658 -0.083
H 2.666 4.233 -0.624
H 1.934 4.906 0.822
H 3.398 0.261 2.245
H 4.061 -1.460 -0.199
H 2.528 -1.515 0.673
H 4.037 -1.977 1.482
H 5.796 0.260 0.341
H 5.761 -0.202 2.026
H 5.510 1.488 1.589
F 4.116 -4.482 6.604
C 3.409 -3.714 5.773
C 3.997 -2.573 5.250
C 3.251 -1.768 4.410
C 1.939 -2.098 4.099
C 1.373 -3.251 4.620
C 2.106 -4.066 5.464
Sb 0.682 -0.714 3.026
C 0.235 0.527 4.736
C -0.600 1.632 4.637
C -0.882 2.395 5.756
C -0.316 2.039 6.971
F -0.591 2.775 8.050
C 0.527 0.946 7.087
C 0.799 0.194 5.959
C -1.097 -1.912 2.988
C -1.423 -2.605 1.832
C -2.555 -3.399 1.784
C -3.351 -3.483 2.915
F -4.476 -4.203 2.864
C -3.023 -2.824 4.091
C -1.888 -2.037 4.122
H 5.010 -2.323 5.523
H 3.701 -0.866 4.022
H 0.352 -3.517 4.386
H 1.675 -4.956 5.893
H -1.049 1.911 3.693
H -1.525 3.260 5.700
H 0.957 0.696 8.044
H 1.450 -0.662 6.047
H -0.789 -2.525 0.954
H -2.829 -3.949 0.897
H -3.644 -2.937 4.965
H -1.617 -1.518 5.034

- total energy (Ha) = -4268.6652
- net charge = +2
- LUMO (hartree) = -0.280
- HOMO-LUMO gap (eV) = 4.6

=====

No. 4
ORCA calculation (ωB97M-V/def2-TZVPD) on 2 unconnected molecules or ions with the total composition C2H7N2O2.

CARTESIAN COORDINATES (ANGSTROEM)
N 2.299 0.866 1.082
C 0.995 0.392 0.674
O 0.469 -0.481 1.381
O 0.540 0.972 -0.350
H 3.067 0.236 1.159
H 2.530 1.774 0.723
C -2.342 -0.765 -0.589
N -1.444 -0.767 -1.751
H -1.854 -1.180 0.293
H -3.243 -1.345 -0.807
H -2.600 0.271 -0.374
H -0.592 -0.245 -1.497
H -1.095 -1.703 -1.951

- total energy (Ha) = -340.4627
- ΔE to the lowest compared entry with this formula, charge and spin (kcal per mole) = 5.4
- net charge = -1
- LUMO (hartree) = 0.162
- HOMO-LUMO gap (eV) = 8.3